Record 1
# C21H34AsClO2ReS3Si

A structure of composition C21H34AsClO2ReS3Si (the ωB97M-V functional and the def2-TZVPD basis, OMol25).

```
64
Properties=species:S:1:pos:R:3:forces:R:3
Re -0.26195 -0.37760 -0.69125 0.5 0.1 -0.4
C -0.04830 1.31269 -3.68903 0.0 0.0 0.0
C -1.45721 1.72172 -3.30457 0.1 0.0 0.1
S -2.14147 0.56803 -2.07321 -0.1 -0.1 0.1
C -2.87051 1.69540 -0.84045 0.0 0.0 -0.1
C -1.86380 2.57305 -0.11755 0.0 0.0 0.0
S -0.46801 1.64923 0.64441 0.0 -0.1 -0.1
C 0.95995 2.60611 0.04481 0.0 0.0 0.0
C 1.08725 2.70318 -1.46378 0.0 0.0 0.0
S 1.02372 1.05801 -2.25486 -0.2 -0.2 0.3
H 0.41352 2.04674 -4.35008 0.0 0.0 0.0
H -0.03194 0.35027 -4.20349 0.0 0.0 0.0
H -2.10816 1.69744 -4.17802 0.0 0.0 0.0
H -1.48967 2.73207 -2.90047 0.0 0.0 0.0
H -3.38634 1.02262 -0.15794 0.0 0.0 0.0
H -3.61844 2.30850 -1.34434 0.0 0.0 0.0
H -2.36639 3.10232 0.69196 0.0 0.0 0.0
H -1.44372 3.32824 -0.77964 0.0 0.0 0.0
H 1.81708 2.09630 0.48921 0.0 0.0 0.0
H 0.91391 3.60294 0.48561 0.0 0.0 0.0
H 2.05126 3.14079 -1.72321 0.0 0.0 0.0
H 0.31552 3.33370 -1.90070 0.0 0.0 0.0
Cl 4.32244 -6.01083 0.26884 0.0 0.0 0.0
C 3.41673 -4.55506 0.21052 -0.1 0.0 -0.1
C 3.74656 -3.49668 1.05912 0.0 0.1 0.0
C 3.03179 -2.31258 1.02856 0.0 -0.1 0.0
C 1.97107 -2.18434 0.14617 -0.1 -0.1 0.0
O 1.27662 -1.02596 0.15046 -0.2 0.2 0.0
C 1.62524 -3.24125 -0.71804 -0.1 0.1 -0.1
C 0.56102 -3.12466 -1.67122 0.2 -0.1 0.2
O -0.17240 -2.12877 -1.80928 -0.1 0.2 0.0
C 2.36646 -4.42962 -0.67599 0.1 -0.1 0.1
H 4.57284 -3.61314 1.74716 0.0 0.0 0.0
H 3.27468 -1.49241 1.68941 0.0 0.0 0.0
H 0.37784 -3.96516 -2.34484 0.0 0.0 0.0
H 2.11582 -5.24873 -1.33745 0.0 0.0 0.0
C -4.00545 -2.72612 3.25270 0.0 0.0 -0.2
Si -4.48046 -2.11924 1.55335 -0.1 0.0 0.1
C -5.13822 -3.47794 0.46279 0.0 0.1 0.1
C -5.60565 -0.62415 1.61415 0.1 -0.1 0.0
C -2.91099 -1.45510 0.74848 0.0 -0.1 0.1
C -1.89110 -1.02247 0.22328 0.0 0.0 0.0
H -4.90204 -3.07824 3.76730 0.0 0.0 0.0
H -3.55785 -1.94078 3.86131 0.0 0.0 0.0
H -3.30870 -3.56399 3.20021 0.0 0.0 0.0
H -6.06178 -3.88371 0.87956 0.0 0.0 0.0
H -4.42623 -4.29989 0.38071 0.0 0.0 0.0
H -5.35949 -3.11340 -0.54109 0.0 0.0 0.0
H -6.56458 -0.90530 2.05356 0.0 0.0 0.0
H -5.81141 -0.23333 0.61582 0.0 0.0 0.0
H -5.18474 0.17256 2.22954 0.0 0.0 0.0
C 1.10787 0.00092 5.32617 0.0 0.0 -0.1
As 0.30236 -0.39294 3.58505 0.0 0.0 0.1
C -0.23650 -2.24246 3.94184 0.0 0.0 -0.1
C -1.43306 0.46184 3.90889 0.0 0.0 0.0
H 0.44197 -0.30103 6.13358 0.0 0.0 0.0
H 1.30661 1.06896 5.40503 0.0 0.0 0.0
H 2.05451 -0.52826 5.42602 0.0 0.0 0.0
H -0.83526 -2.30706 4.84983 0.0 0.0 0.0
H 0.65462 -2.85860 4.06280 0.0 0.0 0.0
H -0.81200 -2.63201 3.10147 0.0 0.0 0.0
H -1.85441 0.12979 4.85698 0.0 0.0 0.0
H -2.12170 0.21897 3.09808 0.0 0.0 0.0
H -1.30430 1.54450 3.94204 0.0 0.0 0.0
```
Positions in Å, forces in eV/Å.

The orbital gap (alpha / beta) comes out at 5.20 / 5.53 eV. As for the expectation value of S²: 0.76. The charge is +2. The LUMO energy (alpha / beta) comes out at -7.926 / -7.601 eV. Its relative energy (zero: lowest compared OMol25 entry of this formula, charge and spin) is 19.7 kcal per mole. As for the spin multiplicity: 2.

Atom charges from the Mulliken analysis, given in e for atoms 1 to 4: 0.61, -0.75, -0.75, 0.07

***

Record 2
# C5H16O2

A cluster of 3 separate species, C5H16O2 in total (the ωB97M-V functional and the def2-TZVPD basis, OMol25).

```
23
Properties=species:S:1:pos:R:3:forces:R:3
C 2.03599 1.09075 0.18268 -1.8 -0.4 0.6
C 1.08818 0.11185 0.93786 -0.3 -0.2 0.1
C -0.31879 0.60824 1.33066 0.4 0.8 0.2
C -1.03275 -0.40953 2.21241 0.5 -1.2 -0.7
C -1.17143 1.04177 0.14628 -0.9 0.2 -1.0
H 1.38131 1.87886 -0.19892 0.4 0.1 -0.4
H 2.70823 1.53349 0.90794 0.3 0.1 -0.2
H 2.54249 0.55807 -0.61407 0.3 0.3 -0.1
H 0.86373 -0.79575 0.36453 0.5 -0.1 0.0
H 1.58670 -0.16405 1.86738 0.0 -0.4 -0.1
H -0.15361 1.51248 1.92679 -0.1 0.0 0.2
H -1.72446 0.07772 2.89058 -0.1 -0.3 0.2
H -0.32286 -1.09171 2.69725 0.1 0.7 0.7
H -1.53252 -1.17579 1.60183 -0.5 0.6 -0.1
H -1.22761 2.12373 0.00092 0.3 0.0 0.0
H -2.22552 0.74019 0.15045 0.1 -0.1 0.8
H -0.90054 0.59972 -0.81284 0.5 0.0 0.0
H 1.22381 -1.13288 -1.62681 0.1 0.1 0.0
H 0.50521 0.13582 -2.05931 0.0 0.0 0.0
O 0.73865 -0.74641 -2.36247 0.3 -0.2 -0.1
H -1.70790 -1.97897 -3.85678 0.0 0.0 0.0
H -0.70319 -2.28752 -2.75571 -0.2 0.3 0.0
O -1.65310 -2.23010 -2.93064 0.0 -0.3 0.0
```
Positions in Å, forces in eV/Å.

The orbital gap comes out at 11.66 eV. Its SMILES is CCC(C)C.O.O. The LUMO energy comes out at 0.785 eV. Its relative energy (zero: lowest compared OMol25 entry of this formula, charge and spin) is 16.4 kcal per mole.

Atom charges from the Mulliken analysis, given in e for atoms 1 to 4: -1.12, -0.73, 0.94, -1.61

***

Record 3
# C4H8O3

The molecule C4H8O3 (the ωB97M-V functional and the def2-TZVPD basis, OMol25).

```
15
Properties=species:S:1:pos:R:3:forces:R:3
O -2.40486 1.21914 -0.45890 -0.2 0.3 -0.2
C -1.06676 0.81248 -0.61850 0.4 -0.1 -0.1
C -0.81584 -0.39052 0.25854 0.2 0.2 -0.2
C 0.66763 -0.73253 0.14539 0.2 0.4 0.0
O 0.93317 -1.90694 -0.50466 0.3 -0.3 0.1
C 1.65405 -0.15406 1.03715 0.0 0.0 0.7
O 1.76440 0.18663 -0.33689 -1.3 0.3 -0.1
H -2.54765 1.97088 -1.04510 -0.1 -0.1 0.1
H -0.35922 1.60291 -0.32493 -0.2 0.0 -0.1
H -0.83234 0.51639 -1.65305 -0.1 0.2 0.1
H -1.43927 -1.23912 -0.05967 0.4 0.2 -0.1
H -1.10564 -0.16008 1.29599 0.3 0.0 -0.3
H 1.33308 0.71436 1.60584 0.1 -0.2 0.4
H 2.40542 -0.79047 1.49803 0.2 0.1 -0.2
H 1.81383 -1.64906 -0.83925 -0.2 -0.9 -0.3
```
Positions in Å, forces in eV/Å.

The orbital gap comes out at 10.84 eV. Its SMILES is OCC[C@]1(O)CO1. The LUMO energy comes out at 0.845 eV. Its relative energy (zero: lowest compared OMol25 entry of this formula, charge and spin) is 63.9 kcal per mole.

Atom charges from the Mulliken analysis, given in e for atoms 1 to 4: -0.51, -0.39, -0.85, 0.90

***

Record 4
# C6H17N3

A cluster of 2 separate species, C6H17N3 in total (the ωB97M-V functional and the def2-TZVPD basis, OMol25).

```
26
Properties=species:S:1:pos:R:3:forces:R:3
C -1.45319 0.75478 -1.18965 1.6 -0.3 -0.6
C -1.93601 -0.44662 -1.99378 -0.1 0.2 0.1
C -1.93421 0.76759 0.22211 2.0 -0.9 1.9
H -1.68531 1.68763 -1.70573 0.1 0.0 -0.1
H -0.31414 0.64197 -1.11600 -1.7 0.7 -0.5
H -3.01886 -0.41886 -2.12005 -0.1 -0.1 0.0
H -1.67716 -1.37094 -1.47782 0.0 -0.1 0.0
H -1.47345 -0.47002 -2.97955 0.0 0.0 -0.1
H -2.92880 0.35228 0.36726 0.0 -0.2 0.1
H -1.89592 1.75587 0.67690 -0.2 0.2 -0.1
H -1.03495 0.19346 0.81734 -2.8 0.9 -1.1
C 1.18424 0.80066 2.10594 -0.5 0.0 -0.5
C 1.29978 -0.22934 -0.19406 0.7 -0.6 2.3
C 0.78341 -0.24557 1.09075 2.3 -0.5 -1.1
N 1.41771 -1.42886 -0.91953 -0.3 0.6 0.0
N 2.05262 0.82828 -0.75466 -0.4 -0.1 -0.1
N 0.40864 -1.53564 1.61418 -0.3 0.2 -0.2
H 1.35545 -1.26975 -1.91648 -0.1 -0.1 -0.1
H 0.73491 -2.10597 -0.60249 0.0 0.0 -0.1
H 2.19431 1.61986 -0.14214 -0.1 -0.2 0.0
H 2.93756 0.50955 -1.12997 -0.1 0.0 0.1
H -0.04123 -1.44052 2.51613 -0.1 -0.1 -0.1
H 1.20144 -2.16223 1.71863 0.0 0.1 0.0
H 2.18178 0.62100 2.52025 0.0 -0.1 0.0
H 1.17595 1.79751 1.66607 -0.1 0.1 0.1
H 0.46542 0.79388 2.92636 0.0 0.2 0.1
```
Positions in Å, forces in eV/Å.

The orbital gap comes out at 8.05 eV. Its SMILES is CC(N)=C(N)N.CCC. The LUMO energy comes out at 0.936 eV. Its relative energy (zero: lowest compared OMol25 entry of this formula, charge and spin) is 28.8 kcal per mole.

Atom charges from the Mulliken analysis, given in e for atoms 1 to 4: 0.44, -1.36, -0.71, 0.41

***

Q: Which of these has the lowest relative energy (zero: lowest compared OMol25 entry of this formula, charge and spin)?
A: C5H16O2